18
Properties=species:S:1:pos:R:3 method="wB97M-V/def2-TZVPD" orbital_gap_ev=5.46 fmax_ev_per_a=4.46 total_charge=+1 lumo_ev=-8.1625 e_tot_ev=-9907.1833 relative_energy_kj_mol=695.7 homo_energy_ev=-13.62
O 2.090 -1.051 0.432
C 2.469 0.238 0.089
C 1.665 1.160 -0.472
C 0.354 0.644 -1.002
C -1.027 0.446 -0.199
C -2.119 0.230 -1.017
C -1.137 -1.172 1.454
N -0.843 0.201 1.079
H 3.536 0.390 0.241
H 1.591 -0.259 0.940
H 1.693 2.223 -0.308
H 0.036 1.086 -1.952
H 0.509 -0.410 -1.301
H -3.100 -0.099 -0.737
H -2.085 0.869 -1.903
H -0.901 -1.247 2.517
H -0.508 -1.833 0.855
H -2.223 -1.417 1.285

16
Properties=species:S:1:pos:R:3 method="wB97M-V/def2-TZVPD" orbital_gap_ev=8.06 fmax_ev_per_a=6.05 total_charge=-1 lumo_ev=2.5663 e_tot_ev=-50250.6856 homo_energy_ev=-5.49
C 1.533 -1.329 -1.169
C -0.044 1.046 1.333
C -0.710 -0.660 -0.570
C 0.058 0.721 -0.338
C 0.149 -1.346 -1.572
N 2.643 -1.321 -0.933
N 0.273 2.241 1.870
N -0.774 0.277 2.118
N -0.207 2.131 3.100
N -0.844 0.988 3.279
Cl -0.740 2.070 -1.147
Cl 0.172 -0.816 -3.256
Cl -0.327 -3.168 -1.654
H -1.749 -0.383 -0.910
H -0.488 -1.084 0.401
H 1.054 0.632 -0.553

45
Properties=species:S:1:pos:R:3 method="wB97M-V/def2-TZVPD" orbital_gap_ev="6.80 / 7.87" fmax_ev_per_a=2.85 total_charge=+1 lumo_ev="-4.0095 / -3.8918" e_tot_ev=-50081.4861 relative_energy_kj_mol=24.4 homo_energy_ev="-10.81 / -11.77" multiplicity=3
Mo 10.406 9.519 6.545
O 10.651 7.939 9.023
C 10.228 9.026 8.629
C 9.630 9.931 9.598
C 9.739 9.681 10.988
C 9.602 10.764 11.857
C 9.164 12.028 11.396
C 8.962 12.232 10.021
C 9.203 11.163 9.157
P 8.896 11.236 7.408
C 7.163 11.040 7.131
C 6.347 10.823 8.223
C 4.963 10.805 8.097
C 4.458 11.044 6.875
C 5.260 11.276 5.801
C 6.615 11.212 5.881
C 9.249 12.921 6.814
C 10.561 13.199 6.441
C 10.928 14.499 6.073
C 9.958 15.497 6.177
C 8.607 15.199 6.449
C 8.243 13.901 6.791
H 10.206 8.772 11.320
H 9.793 10.657 12.913
H 9.162 12.920 12.060
H 8.799 13.214 9.648
H 6.808 10.461 9.167
H 4.311 10.497 8.977
H 3.407 11.127 6.758
H 4.841 11.365 4.857
H 7.148 11.369 4.964
H 11.252 12.367 6.421
H 11.978 14.709 5.835
H 10.221 16.502 5.994
H 7.884 15.977 6.523
H 7.246 13.624 7.121
N 13.570 7.187 5.505
C 12.542 7.510 6.255
N 11.778 6.659 6.954
O 12.290 8.755 6.359
H 13.934 6.279 5.510
H 14.051 7.937 5.004
H 11.993 5.654 6.983
H 11.346 7.099 7.811
S 9.203 8.512 5.135

16
Properties=species:S:1:pos:R:3 method="wB97M-V/def2-TZVPD" orbital_gap_ev=13.30 fmax_ev_per_a=5.96 smiles=C[N+]1(C)C[C@H]1C#N total_charge=+1 lumo_ev=-3.2414 e_tot_ev=-8300.8312 relative_energy_kj_mol=472.9 homo_energy_ev=-16.54
C 2.480 0.098 -0.162
C 0.036 1.123 0.853
C 0.947 0.743 -0.230
C -0.235 -1.258 0.605
C -1.422 0.062 -1.006
N 3.536 -0.234 -0.416
N -0.373 0.064 0.026
H 0.158 0.799 1.868
H -0.601 1.977 0.882
H 1.093 1.248 -1.205
H 0.579 -1.170 1.292
H -1.101 -1.543 1.219
H 0.043 -2.059 -0.223
H -1.658 1.039 -1.410
H -1.220 -0.701 -1.761
H -2.263 -0.188 -0.332

29
Properties=species:S:1:pos:R:3 method="wB97M-V/def2-TZVPD" orbital_gap_ev=10.47 fmax_ev_per_a=3.77 total_charge=+1 lumo_ev=-2.3941 e_tot_ev=-13153.5348 relative_energy_kj_mol=98.4 homo_energy_ev=-12.87
C -4.063 0.945 0.200
C -3.344 0.085 -0.291
C -5.077 1.777 0.778
C 1.770 -1.539 1.645
C 3.594 1.771 -0.199
C -2.604 -1.995 -1.457
C 2.595 -0.961 0.475
C 2.668 0.963 -1.044
C -2.307 -0.755 -0.746
N 1.816 0.192 -0.089
O -1.131 -0.506 -0.599
H -4.853 1.690 1.834
H -4.856 2.754 0.389
H -6.013 1.428 0.447
H 0.696 -1.567 1.298
H 2.041 -2.525 1.800
H 1.855 -1.105 2.658
H 4.635 1.382 -0.109
H 3.724 2.734 -0.636
H 3.144 1.900 0.796
H -3.410 -1.766 -2.350
H -3.087 -2.633 -0.669
H -1.656 -2.359 -1.788
H 2.628 -1.800 -0.305
H 3.606 -0.492 0.884
H 3.152 0.202 -1.556
H 2.019 1.608 -1.605
H 1.498 0.737 0.708
H 0.962 -0.162 -0.469

128
Properties=species:S:1:pos:R:3 method="wB97M-V/def2-TZVPD" orbital_gap_ev=2.42 fmax_ev_per_a=11.00 total_charge=-2 lumo_ev=3.9041 e_tot_ev=-70199.9372 relative_energy_kj_mol=4445.5 homo_energy_ev=1.49
C -5.342 -30.198 -19.416
O -5.680 -31.340 -18.590
O -5.124 -29.160 -18.511
C -4.270 -30.487 -20.493
F -3.312 -31.315 -20.058
F -4.779 -31.097 -21.587
F -3.571 -29.451 -20.995
C -6.186 -32.473 -19.298
C -6.541 -33.461 -18.153
H -7.343 -33.052 -17.537
H -6.936 -34.368 -18.611
H -5.664 -33.705 -17.554
H -5.413 -32.995 -19.862
H -6.966 -32.338 -20.046
H -6.242 -29.974 -19.988
C -8.145 -28.819 -19.505
O -7.800 -28.122 -18.314
H -7.672 -29.801 -19.529
H -9.226 -28.949 -19.549
H -7.915 -28.322 -20.448
C -2.642 -31.569 -17.796
C -3.905 -31.788 -16.906
O -4.533 -30.509 -16.875
H -2.053 -30.800 -17.297
H -2.935 -31.332 -18.819
H -2.083 -32.505 -17.780
H -3.582 -31.957 -15.879
H -4.465 -32.654 -17.261
H -4.929 -30.492 -17.750
C -2.611 -31.278 -22.362
C -1.695 -30.738 -21.255
O -0.503 -30.263 -21.849
H -2.236 -32.160 -22.881
H -2.911 -30.486 -23.048
H -3.511 -31.579 -21.825
H -1.595 -31.542 -20.527
H -2.162 -29.909 -20.723
H -0.068 -30.836 -22.485
C -9.048 -32.792 -19.003
C -9.202 -31.263 -19.025
O -9.998 -30.852 -17.937
H -8.345 -33.116 -19.771
H -10.025 -33.272 -19.072
H -8.581 -33.094 -18.065
H -9.593 -30.949 -19.993
H -8.209 -30.838 -18.877
H -9.672 -29.994 -17.655
C -4.043 -34.758 -18.343
C -2.876 -35.403 -17.665
O -1.795 -35.206 -18.535
H -4.043 -33.672 -18.444
H -4.879 -34.990 -17.684
H -4.294 -35.133 -19.335
H -3.047 -36.476 -17.583
H -2.675 -34.985 -16.678
H -1.918 -35.845 -19.241
C -7.258 -34.259 -20.800
C -7.244 -35.334 -19.666
O -7.354 -36.604 -20.172
H -7.099 -33.258 -20.399
H -8.267 -34.268 -21.212
H -6.595 -34.454 -21.643
H -8.046 -35.271 -18.931
H -6.387 -35.238 -18.999
H -7.491 -37.191 -19.425
C -2.189 -29.148 -18.716
C -3.284 -28.060 -18.768
O -3.882 -27.908 -17.505
H -2.552 -30.140 -18.446
H -1.416 -28.982 -17.966
H -1.750 -29.173 -19.713
H -3.960 -28.277 -19.595
H -2.788 -27.117 -18.999
H -3.153 -27.623 -16.949
C -4.270 -27.180 -21.213
C -5.402 -27.808 -20.374
O -5.674 -27.006 -19.227
H -4.665 -26.274 -21.672
H -3.888 -27.845 -21.987
H -3.417 -26.805 -20.648
H -5.036 -28.779 -20.041
H -6.335 -27.965 -20.915
H -5.838 -26.117 -19.549
C -3.171 -33.664 -20.532
C -3.893 -33.472 -21.916
O -4.748 -34.623 -22.066
H -3.921 -33.732 -19.743
H -2.651 -32.719 -20.376
H -2.488 -34.500 -20.681
H -3.209 -33.322 -22.751
H -4.528 -32.594 -22.029
H -5.413 -34.371 -22.712
C -6.344 -31.544 -15.953
C -7.464 -30.758 -16.670
O -6.894 -29.764 -17.496
H -5.777 -32.049 -16.734
H -6.669 -32.298 -15.237
H -5.609 -30.951 -15.408
H -8.124 -30.344 -15.907
H -7.997 -31.409 -17.363
H -6.523 -30.187 -18.274
C -5.371 -34.038 -15.711
C -4.953 -33.089 -14.544
O -5.811 -33.355 -13.454
H -4.906 -33.717 -16.643
H -6.439 -33.968 -15.920
H -5.174 -35.075 -15.437
H -5.117 -32.066 -14.881
H -3.886 -33.218 -14.359
H -5.227 -33.755 -12.806
C -3.871 -28.796 -23.395
C -4.927 -29.780 -23.004
O -5.886 -29.816 -24.010
H -4.244 -27.775 -23.471
H -3.419 -29.178 -24.310
H -3.034 -28.847 -22.698
H -5.397 -29.547 -22.049
H -4.539 -30.796 -22.931
H -5.441 -30.166 -24.785
C -7.818 -31.542 -21.651
C -8.921 -32.237 -22.440
O -9.832 -32.759 -21.467
H -8.250 -30.785 -20.997
H -7.099 -30.925 -22.190
H -7.213 -32.195 -21.022
H -8.514 -33.103 -22.962
H -9.533 -31.577 -23.055
H -10.729 -32.786 -21.808

38
Properties=species:S:1:pos:R:3 method="wB97M-V/def2-TZVPD" orbital_gap_ev=5.57 fmax_ev_per_a=2.90 total_charge=-1 lumo_ev=2.5642 e_tot_ev=-63614.7812 relative_energy_kj_mol=0.0 homo_energy_ev=-3.01
C 1.795 -2.936 2.966
C 1.129 -1.681 3.412
C -0.355 -1.499 2.896
C -1.037 -0.377 3.750
C -2.547 -0.523 3.819
C -3.029 -1.059 2.510
O -2.539 -2.418 2.332
C -1.261 -2.713 2.590
O -0.833 -3.853 2.475
O 1.686 -0.791 4.040
H 1.022 -3.662 2.650
H 2.463 -2.665 2.132
H 2.420 -3.327 3.782
H -0.716 -0.470 4.793
H -0.674 0.600 3.374
H -2.818 -1.221 4.624
H -3.043 0.419 4.062
H -4.110 -1.167 2.483
H -2.714 -0.390 1.704
Cl -0.057 -1.124 1.228
C 1.001 3.422 -0.132
Cl 2.517 2.705 0.074
C 0.163 2.858 -1.224
O 0.519 1.906 -1.909
C -1.193 3.480 -1.370
C -1.673 4.422 -0.393
C -2.956 4.986 -0.596
C -3.703 4.686 -1.730
C -3.233 3.726 -2.652
C -2.002 3.097 -2.442
C -0.832 4.735 0.722
Cl -1.372 5.846 1.901
C 0.411 4.126 0.888
H -3.318 5.721 0.122
H -4.648 5.204 -1.910
H -3.805 3.487 -3.545
H -1.645 2.318 -3.123
H 0.947 4.249 1.816

6
Properties=species:S:1:pos:R:3 method="wB97M-V/def2-TZVPD" orbital_gap_ev=8.48 fmax_ev_per_a=1.69 lumo_ev=-0.6697 e_tot_ev=-21342.0753 relative_energy_kj_mol=100.8 homo_energy_ev=-9.15
F -1.737 0.799 -0.609
P 1.575 0.135 0.256
P 0.192 -1.303 0.075
H 1.603 0.257 1.774
H -1.804 1.536 -0.055
H 0.170 -1.423 -1.441

12
Properties=species:S:1:pos:R:3 method="wB97M-V/def2-TZVPD" orbital_gap_ev="8.11 / 8.50" fmax_ev_per_a=5.61 lumo_ev="0.4922 / 0.5547" e_tot_ev=-6756.4893 relative_energy_kj_mol=604.1 homo_energy_ev="-7.62 / -7.94"
C 0.402 1.103 -0.010
C -0.091 -0.312 0.311
C -1.372 -0.755 -0.151
N 1.760 -0.451 -0.756
O 1.745 0.917 -0.410
H -0.255 1.788 -0.607
H 0.442 1.704 1.002
H 0.150 -0.743 1.206
H -1.804 -0.309 -1.075
H -1.932 -0.336 0.755
H -1.548 -1.754 -0.084
H 2.503 -0.851 -0.183

25
Properties=species:S:1:pos:R:3 method="wB97M-V/def2-TZVPD" orbital_gap_ev=8.25 fmax_ev_per_a=0.23 total_charge=+1 lumo_ev=-3.6233 e_tot_ev=-10480.9948 relative_energy_kj_mol=187.2 homo_energy_ev=-11.88
C 0.203 2.746 -0.151
O 0.087 3.798 0.771
C 1.626 2.243 0.027
N 1.917 1.169 -0.994
H 0.064 3.100 -1.182
H -0.507 1.937 0.050
H -0.829 4.091 0.818
H 2.348 3.044 -0.112
H 1.766 1.793 1.006
H 1.825 1.539 -1.943
H 1.248 0.396 -0.888
H 2.861 0.799 -0.891
C -1.118 -3.323 -0.254
N -0.762 -2.252 0.668
C 0.206 -1.373 0.075
C -1.944 -1.511 1.089
H -0.226 -3.883 -0.528
H -1.601 -2.942 -1.166
H -1.803 -4.010 0.238
H 0.481 -0.589 0.790
H 1.109 -1.925 -0.190
H -0.195 -0.880 -0.843
H -1.661 -0.738 1.803
H -2.640 -2.191 1.572
H -2.456 -1.038 0.236

52
Properties=species:S:1:pos:R:3 method="wB97M-V/def2-TZVPD" orbital_gap_ev=8.54 fmax_ev_per_a=1.26 smiles="CCCN(CCC)S(=O)(=O)c1cccc(C(=O)Nc2ccc3c(c2)OCO3)c1" lumo_ev=0.3506 e_tot_ev=-45182.0050 relative_energy_kj_mol=200.5 homo_energy_ev=-8.19
C -2.385 -3.269 -0.054
C -2.771 -1.906 0.506
H -1.889 -1.427 0.935
C -3.366 -1.001 -0.583
N -3.347 0.407 -0.271
S -2.105 1.293 -0.904
O -2.003 0.976 -2.298
O -2.287 2.659 -0.512
C -0.624 0.668 -0.097
C 0.046 -0.394 -0.670
C 1.149 -0.939 -0.023
C 1.548 -0.422 1.207
C 0.873 0.651 1.764
C -0.217 1.204 1.109
H -0.751 2.051 1.511
H 1.194 1.053 2.712
H 2.386 -0.861 1.727
C 1.800 -2.148 -0.611
O 1.153 -3.106 -0.981
N 3.161 -2.162 -0.662
C 4.073 -1.119 -0.452
C 5.310 -1.422 0.105
C 6.270 -0.441 0.333
C 5.944 0.848 -0.011
C 4.709 1.153 -0.589
C 3.760 0.193 -0.833
H 2.827 0.444 -1.306
O 4.650 2.491 -0.853
C 5.886 3.027 -0.428
O 6.686 1.991 0.104
H 5.710 3.791 0.345
H 6.402 3.488 -1.285
H 7.227 -0.680 0.765
H 5.532 -2.445 0.369
H 3.557 -3.060 -0.912
H -0.284 -0.782 -1.620
C -4.009 0.898 0.919
H -4.482 0.053 1.423
C -5.065 1.951 0.571
C -6.142 1.388 -0.347
H -5.693 1.042 -1.274
H -6.655 0.553 0.128
H -6.876 2.154 -0.582
H -4.563 2.785 0.082
H -5.513 2.311 1.500
H -3.270 1.336 1.598
H -4.399 -1.305 -0.789
H -2.797 -1.100 -1.507
H -3.499 -2.037 1.310
H -3.227 -3.721 -0.573
H -2.080 -3.934 0.750
H -1.553 -3.180 -0.748

19
Properties=species:S:1:pos:R:3 method="wB97M-V/def2-TZVPD" orbital_gap_ev="8.23 / 7.49" fmax_ev_per_a=2.47 lumo_ev="0.8292 / -1.0808" e_tot_ev=-14286.9879 relative_energy_kj_mol=161.3 homo_energy_ev="-7.40 / -8.57" multiplicity=3
C -0.313 0.134 -0.078
C -0.525 -0.024 1.241
C -1.130 0.688 -1.194
C 0.492 -0.685 2.127
C -1.924 -0.223 1.753
C 1.587 -0.360 -2.718
Si 0.787 0.762 -1.443
H -1.900 0.069 -1.565
H -1.451 1.690 -0.933
H 1.537 -0.559 1.896
H 0.303 -0.268 3.072
H 0.145 -1.747 1.959
H -2.632 -0.366 0.884
H -1.972 -1.081 2.498
H -2.291 0.484 2.502
H 1.379 -1.270 -2.169
H 1.095 -0.391 -3.667
H 2.651 0.008 -3.034
H 1.729 3.649 -0.349

9
Properties=species:S:1:pos:R:3 method="wB97M-V/def2-TZVPD" orbital_gap_ev=10.41 fmax_ev_per_a=4.81 lumo_ev=0.8213 e_tot_ev=-9752.3530 relative_energy_kj_mol=360.5 homo_energy_ev=-9.59
C -0.907 -0.271 -0.652
C 1.857 0.308 -0.329
N -0.370 -0.361 0.669
O -0.872 -1.081 -1.565
O 2.556 -0.500 -0.682
O -0.463 0.773 1.414
H -1.210 0.769 -0.789
H -0.290 -1.114 1.235
H -0.301 1.477 0.699

16
Properties=species:S:1:pos:R:3 method="wB97M-V/def2-TZVPD" orbital_gap_ev=9.52 fmax_ev_per_a=2.17 smiles="CO/C(C)=C(/C)Cl" lumo_ev=0.8794 e_tot_ev=-19899.7203 relative_energy_kj_mol=143.5 homo_energy_ev=-8.64
C -0.696 2.122 1.208
C 0.473 0.141 0.539
C 1.207 -0.122 1.810
C 0.145 -0.759 -0.394
C 0.732 -2.115 -0.344
H -1.417 1.425 1.640
H -1.259 2.899 0.649
H -0.167 2.615 2.010
H 0.714 0.495 2.560
H 1.335 -1.118 2.170
H 2.224 0.307 1.662
H 1.349 -2.280 0.525
H -0.039 -2.900 -0.409
H 1.300 -2.301 -1.261
O 0.170 1.504 0.283
Cl -0.974 -0.399 -1.690

21
Properties=species:S:1:pos:R:3 method="wB97M-V/def2-TZVPD" orbital_gap_ev=7.95 fmax_ev_per_a=5.67 total_charge=+1 lumo_ev=-5.3200 e_tot_ev=-35991.9520 relative_energy_kj_mol=137.2 homo_energy_ev=-13.27
C 1.401 0.291 1.676
C 0.219 1.069 1.468
C 2.441 -0.342 0.735
C -0.614 1.067 0.325
C 3.048 0.313 -0.242
C -0.361 -1.232 -0.327
C -3.110 -0.087 -1.324
N -0.861 0.127 -0.560
O -1.756 0.244 -1.558
Cl -1.433 2.570 0.042
Cl 4.472 -0.330 -0.801
H 1.844 0.352 2.655
H -0.034 1.637 2.308
H 2.915 -1.279 1.106
H 2.672 1.232 -0.703
H 0.808 -1.135 -0.236
H -0.633 -1.783 0.650
H -0.650 -1.988 -1.070
H -3.419 -0.253 -2.451
H -3.741 0.615 -0.699
H -3.208 -1.089 -0.994

13
Properties=species:S:1:pos:R:3 method="wB97M-V/def2-TZVPD" orbital_gap_ev="7.55 / 7.55" fmax_ev_per_a=4.96 lumo_ev="-1.7065 / -1.7058" e_tot_ev=-23382.0397 homo_energy_ev="-9.26 / -9.26"
C -0.298 -0.444 -1.344
C 0.159 -2.207 -0.026
N -0.826 -1.472 -1.951
N -0.863 1.594 2.503
N -0.646 2.164 1.470
N -0.719 2.896 0.575
N 0.758 0.017 0.753
N -0.574 -2.538 -1.106
N 0.329 -0.727 -0.089
S 0.746 -3.035 1.272
H -0.598 0.480 -1.573
H -0.181 0.842 2.934
H -0.783 -3.588 -1.318